{"formula": "C9H22N2Si", "method": "ωB97M-V with the def2-TZVPD basis set", "species": ["C", "C", "C", "C", "C", "C", "C", "C", "C", "N", "N", "Si", "H", "H", "H", "H", "H", "H", "H", "H", "H", "H", "H", "H", "H", "H", "H", "H", "H", "H", "H", "H", "H", "H"], "xyz": [[-1.19, 0.21, -0.60], [-2.51, -0.20, -0.54], [-3.44, 0.17, -1.63], [-3.19, -0.85, 0.67], [2.67, -1.59, -1.17], [1.41, 2.60, -0.42], [2.66, -0.07, -0.72], [2.08, 1.90, 0.80], [1.86, 0.39, 0.56], [-0.44, -2.89, 1.08], [-0.40, 0.08, 2.45], [-0.04, -0.03, 0.79], [-0.94, 0.76, -1.51], [-4.47, -0.17, -1.24], [-3.60, 1.24, -1.67], [-3.28, -0.26, -2.62], [-2.74, -0.63, 1.63], [-3.03, -1.93, 0.61], [-4.24, -0.69, 0.73], [2.37, -2.28, -0.38], [2.03, -1.77, -2.06], [3.62, -1.94, -1.54], [1.91, 2.48, -1.35], [1.47, 3.74, -0.25], [0.33, 2.46, -0.37], [2.34, 0.37, -1.66], [3.69, 0.32, -0.67], [3.12, 2.11, 0.80], [1.60, 2.30, 1.76], [2.42, -0.03, 1.43], [-1.28, -2.61, 0.58], [0.13, -3.32, 0.42], [-0.94, 0.72, 2.98], [0.02, -0.58, 3.13]], "lowdin_charge": [-0.156, -0.368, -0.076, -0.066, -0.102, -0.128, -0.244, -0.274, -0.375, -0.088, -0.065, 0.771, 0.073, 0.094, 0.081, 0.090, 0.056, 0.077, 0.058, 0.053, 0.069, 0.052, 0.054, 0.093, 0.045, 0.075, 0.107, 0.080, 0.123, 0.109, -0.154, -0.156, 0.029, 0.065], "homo_ev": [-7.032, -7.035], "de_lowest_kcal_mol": 93.76, "lumo_ev": [0.017, 0.017], "homo_lumo_gap_ev": [7.0, 7.1]}


{"formula": "C9H22NSi", "method": "ωB97M-V with the def2-TZVPD basis set", "species": ["C", "C", "C", "C", "C", "C", "C", "C", "C", "N", "Si", "H", "H", "H", "H", "H", "H", "H", "H", "H", "H", "H", "H", "H", "H", "H", "H", "H", "H", "H", "H", "H", "H"], "xyz": [[-0.89, 1.14, -0.02], [-3.07, -0.34, 0.04], [-1.63, -0.13, -0.52], [0.43, 1.16, 0.16], [-1.93, -0.06, -2.02], [1.08, 2.51, 0.43], [1.43, -1.87, -0.85], [1.95, -0.73, 1.92], [3.38, 0.45, -0.84], [-3.09, -0.73, 1.53], [1.76, -0.25, 0.10], [-1.48, 2.01, -0.07], [-2.58, 0.01, 2.01], [-3.60, 0.61, -0.10], [-3.52, -1.28, -0.48], [-1.11, -1.07, -0.29], [-1.03, -0.10, -2.57], [-2.42, 0.88, -2.29], [-2.58, -0.99, -2.22], [1.72, 2.55, -0.46], [1.67, 2.51, 1.30], [0.44, 3.35, 0.36], [2.43, -2.22, -0.79], [0.76, -2.49, -0.28], [1.36, -1.83, -1.92], [1.00, -0.55, 2.44], [2.17, -1.76, 2.06], [2.56, -0.17, 2.55], [4.13, -0.24, -0.76], [3.37, 0.83, -1.88], [3.82, 1.26, -0.13], [-4.09, -0.89, 1.97], [-2.45, -1.60, 1.60]], "lowdin_charge": [-0.102, -0.146, -0.383, -0.295, -0.055, -0.087, -0.179, -0.156, -0.163, 0.158, 0.646, 0.097, 0.143, 0.137, 0.155, 0.111, 0.073, 0.098, 0.112, 0.071, 0.066, 0.069, 0.011, 0.019, 0.032, 0.031, 0.024, 0.008, -0.027, 0.045, 0.063, 0.223, 0.198], "homo_ev": -12.629, "de_lowest_kcal_mol": 23.10, "charge": 1, "lumo_ev": -3.660, "homo_lumo_gap_ev": 9.0}